1.
{"formula": "C3H4O2S2", "method": "ωB97M-V/def2-TZVPD", "homo_lumo_gap_ev": 7.6804, "smiles": "O=C(CO)C(=S)S", "de_lowest_kj_mol": 99.0, "e_homo_ev": -9.49, "species": ["O", "C", "C", "O", "C", "S", "S", "H", "H", "H", "H"], "xyz": [[0.2418, -1.6213, -0.0062], [0.1306, -0.3761, -0.1064], [1.2930, 0.5610, -0.0355], [2.4923, -0.1573, 0.0487], [-1.2560, 0.1853, -0.0528], [-1.5211, 1.7930, 0.0202], [-2.3951, -1.1882, 0.0203], [1.2841, 1.2967, -0.8414], [1.0596, 1.1210, 0.8464], [2.2282, -1.0431, 0.1512], [-3.5575, -0.5711, -0.0445]], "forces_ev_per_a": [[0.3940, 3.1738, -0.4586], [-0.1320, -3.1611, 0.5570], [0.1240, -0.7025, -0.5161], [0.3362, 2.2368, -0.3014], [-1.2795, 0.1864, 0.0033], [-0.2089, -0.8097, -0.1430], [1.1051, 0.0384, -0.1100], [0.0849, -0.1859, -0.1842], [0.2341, 0.5855, 0.9121], [-0.3187, -2.2039, 0.2263], [-0.3395, 0.8422, 0.0145]]}

***

2.
{"formula": "C7H17N2PS", "method": "ωB97M-V/def2-TZVPD", "homo_lumo_gap_ev": 9.5608, "smiles": "CCCCC/C=C/P(N)(N)=S", "de_lowest_kj_mol": 212.4, "e_homo_ev": -8.80, "species": ["C", "C", "C", "C", "C", "C", "C", "P", "N", "N", "S", "H", "H", "H", "H", "H", "H", "H", "H", "H", "H", "H", "H", "H", "H", "H", "H", "H"], "xyz": [[1.1459, -0.5436, -4.6488], [1.4235, -0.3960, -3.1458], [0.5546, 0.5522, -2.4501], [0.5629, 0.3487, -1.0056], [-0.2043, 1.4564, -0.1532], [-0.8201, 0.7696, 1.0405], [-0.3259, 0.6614, 2.2543], [-1.4241, -0.7765, 3.6238], [-1.8258, 0.2381, 4.9829], [-0.1795, -1.6976, 4.2751], [-2.7093, -1.7863, 2.6939], [1.2360, 0.4396, -5.1359], [0.1618, -1.1329, -4.7949], [1.7096, -1.2078, -5.2354], [1.3392, -1.3641, -2.6108], [2.5650, -0.1824, -2.9672], [0.7776, 1.5580, -2.6173], [-0.5471, 0.3680, -2.8787], [0.1393, -0.7062, -0.7415], [1.6934, 0.2782, -0.7745], [0.6394, 2.2297, 0.2113], [-1.0723, 1.8362, -0.7323], [-1.6445, 0.1214, 0.7839], [0.6370, 0.9668, 2.7986], [-1.4452, 1.1953, 5.1314], [-2.7928, 0.4145, 4.5498], [-0.2230, -2.4918, 3.5896], [0.6286, -1.1486, 3.9571]], "forces_ev_per_a": [[-2.1068, -0.3047, 0.5304], [3.4354, -1.7932, -0.6057], [-3.9296, -0.7168, -1.4324], [0.4545, -1.5319, 2.5792], [2.1179, -0.0498, 0.5583], [1.2237, 0.0310, -0.1431], [-0.4497, -2.3969, 3.3947], [3.2269, 4.1103, -0.3786], [-2.7396, 0.0206, -2.1615], [0.2911, -0.6790, -1.8666], [-1.2476, -0.3495, -0.1972], [-0.7153, -0.3578, 0.0148], [0.7329, 1.8380, 0.2517], [1.8671, -0.8148, -0.1946], [-0.2053, 0.1541, -0.5347], [-1.9189, 0.0817, -0.3675], [0.4502, 1.7703, -0.7812], [2.0252, 0.5857, 0.8572], [0.6593, 1.7419, -0.3997], [-1.7013, 0.2855, 0.4925], [-2.3750, -1.2348, -1.0614], [0.9913, 0.4163, 0.0453], [-0.5749, 0.0116, 0.1219], [-1.5331, 0.1537, -1.3389], [0.2017, -1.1821, -0.6487], [1.0023, 0.2857, 1.6378], [0.5131, 0.3881, 1.0608], [0.3046, -0.4635, 0.5672]]}

***

3.
{"formula": "H18NO12", "method": "ωB97M-V/def2-TZVPD", "homo_lumo_gap_ev": 9.3202, "total_charge": -1, "de_lowest_kj_mol": 240.8, "e_homo_ev": -6.68, "species": ["N", "O", "O", "O", "O", "H", "H", "O", "H", "H", "O", "H", "H", "O", "H", "H", "O", "H", "H", "O", "H", "H", "O", "H", "H", "O", "H", "H", "O", "H", "H"], "xyz": [[-9.3410, 11.0910, 27.3460], [-8.1220, 11.4060, 27.2810], [-9.7110, 10.2310, 28.0810], [-9.9990, 11.4130, 26.3400], [-5.1330, 10.4590, 26.9420], [-5.7470, 10.1070, 27.5640], [-4.5710, 9.7900, 26.6220], [-8.3760, 13.5310, 25.2030], [-8.7850, 12.7240, 24.8770], [-8.7140, 13.6050, 26.1020], [-7.0650, 9.3330, 25.3770], [-6.3490, 9.5660, 25.9710], [-7.6100, 10.0760, 25.6470], [-5.7730, 13.8540, 26.6750], [-5.4750, 13.3960, 27.4910], [-6.6830, 13.4460, 26.6820], [-12.6160, 9.5030, 26.9020], [-12.3260, 9.9750, 27.7050], [-12.1000, 9.9190, 26.1970], [-9.9730, 8.8900, 25.1200], [-10.7060, 8.6000, 24.5710], [-10.1400, 9.7240, 25.4760], [-12.1060, 10.9010, 24.3890], [-11.2310, 11.2250, 24.2300], [-12.6100, 11.5930, 23.9650], [-6.9120, 8.9930, 28.3030], [-7.2140, 8.3240, 27.7030], [-7.6030, 9.7460, 28.2700], [-12.2300, 13.3930, 25.5830], [-13.0140, 13.3280, 25.1000], [-11.9430, 12.5540, 25.7830]], "forces_ev_per_a": [[2.8533, -0.9597, -3.5644], [0.4566, 0.8487, 1.5396], [-1.4279, -0.9615, 2.7507], [-2.1893, 1.1781, -0.5078], [0.5254, 2.6091, -0.6209], [-0.7127, -1.1126, 1.2063], [1.0204, -1.3410, -0.2220], [0.0886, 0.4959, -0.2442], [0.0364, -0.1049, 0.3155], [-0.1631, -0.1848, -0.1514], [-0.1830, -0.1592, -0.0698], [0.7391, -0.1018, -0.2313], [-0.7750, 0.1816, -0.3934], [-1.2994, -1.2157, 1.5267], [0.4210, 0.4754, -0.7348], [1.0257, 0.6457, -0.9198], [-0.0815, 0.4119, 0.5666], [0.0308, -0.4283, -0.5722], [-0.1769, -0.0423, 0.1677], [0.8177, -2.7740, -1.2582], [-0.1234, 0.3610, 0.2320], [-0.7323, 2.2236, 0.9340], [-0.5729, -0.3684, -0.3365], [1.2654, 0.0157, 0.0467], [-0.5846, 0.0208, -0.1639], [-0.8778, 1.8752, 1.1120], [-0.5092, -0.3313, -0.6776], [1.1529, -1.6304, -0.0764], [0.7654, 3.7852, 0.3800], [-1.8564, -0.2237, -0.9070], [1.0667, -3.1881, 0.8736]]}

***

4.
{"formula": "C4H6N2O", "method": "ωB97M-V/def2-TZVPD", "homo_lumo_gap_ev": 10.9102, "de_lowest_kj_mol": 257.3, "e_homo_ev": -9.90, "species": ["N", "C", "O", "C", "C", "C", "N", "H", "H", "H", "H", "H", "H"], "xyz": [[-2.0075, 0.6740, 0.7256], [-1.0199, -0.0880, 0.5867], [-0.6961, -1.2952, 1.1593], [0.6408, -1.2738, 0.5680], [0.3005, 0.0470, -0.0893], [0.6342, 0.5907, -1.4098], [1.0129, 1.2979, -0.1856], [-2.6895, 0.2951, 1.3825], [1.4265, -1.2701, 1.3233], [0.7549, -2.1034, -0.1357], [-0.2079, 0.8946, -2.0218], [1.4950, 0.1836, -1.9370], [0.3561, 2.0476, 0.0338]], "forces_ev_per_a": [[0.2707, -0.3837, -0.0073], [-0.2986, 0.4036, 0.0437], [-0.1136, -0.0379, 0.0769], [0.3415, -0.1191, -0.0209], [-0.0494, -0.1533, -0.0357], [-0.0934, -0.0986, -0.2727], [0.0197, 0.1212, 0.1148], [0.0019, 0.0042, -0.1027], [-0.1188, 0.0041, 0.0174], [0.0567, 0.0801, 0.1858], [0.1416, 0.3253, 0.0320], [-0.2652, -0.0349, 0.0222], [0.1070, -0.1110, -0.0536]]}

***

5.
{"formula": "CH3N4Si", "method": "ωB97M-V/def2-TZVPD", "homo_lumo_gap_ev": 8.7689, "total_charge": -1, "de_lowest_kj_mol": 149.2, "e_homo_ev": -4.52, "species": ["C", "N", "N", "N", "N", "Si", "H", "H", "H"], "xyz": [[-1.7433, -0.0647, 1.1351], [-0.7879, 2.9892, -0.5359], [-0.7096, 1.8322, -0.7745], [-2.6022, -0.3969, 1.8430], [-0.9219, 4.0662, -0.2460], [-0.3101, 0.1871, -0.0066], [0.3208, -1.2662, 0.7814], [0.5471, 1.1336, 0.9120], [-0.8921, -0.2894, -1.2554]], "forces_ev_per_a": [[-1.6285, -0.5554, 1.1177], [-0.0524, -1.8391, 0.6736], [-0.4416, 0.3415, -1.7571], [0.6132, 0.4709, -0.5500], [-0.0036, 2.2222, 0.1770], [1.0585, -0.0017, 2.6946], [-0.3036, 1.3065, -1.4317], [0.2266, -1.0338, -0.4289], [0.5313, -0.9112, -0.4952]]}

***

6.
{"formula": "C3H5N2O3P", "method": "ωB97M-V/def2-TZVPD", "homo_lumo_gap_ev": 9.7770, "smiles": "O=P(O)(O)n1ccnc1", "de_lowest_kj_mol": 0.0, "e_homo_ev": -9.49, "species": ["O", "P", "O", "O", "N", "C", "C", "N", "C", "H", "H", "H", "H", "H"], "xyz": [[2.0630, 1.1711, 2.4335], [0.8256, 0.6100, 1.9304], [-0.3031, 1.4262, 2.6618], [0.8599, -0.9293, 2.3160], [0.5754, 0.6906, 0.2007], [0.7220, -0.2970, -0.7219], [0.2385, 0.2366, -1.8846], [-0.2876, 1.5225, -1.6566], [-0.0388, 1.7509, -0.3896], [-0.0268, 1.2959, 3.5880], [1.7826, -1.1429, 2.2608], [1.1127, -1.3034, -0.6031], [0.1983, -0.3041, -2.8111], [-0.3132, 2.6813, 0.0841]], "forces_ev_per_a": [[1.8100, 0.5626, -0.4250], [1.7298, 0.5406, -0.8077], [-1.4362, -1.2456, -0.3539], [-2.1151, -0.0624, -0.6692], [-0.3555, 0.2805, 3.9717], [-0.1527, -0.5182, -1.9119], [-0.4557, 0.3688, 0.9102], [0.8917, -0.9573, 0.0771], [-0.6377, 0.3255, -1.7006], [-0.3667, 0.5868, 0.0412], [1.0182, -0.4841, 0.2717], [0.0174, 0.5147, 0.5348], [-0.1306, 0.3095, -0.3200], [0.1833, -0.2214, 0.3815]]}